Entry 1:
The following is a DFT calculation (ωB97M-V with the def2-TZVPD basis set) of a 19-piece molecular cluster, C99H99N15 overall in a non-equilibrium geometry.

```
213
C99H99N15 ωB97M-V with the def2-TZVPD basis set
C -1.67 2.13 4.78
C -1.13 1.98 6.05
C -1.89 1.34 7.03
C -3.10 0.73 6.64
C -3.57 0.74 5.37
C -2.89 1.53 4.44
H -1.21 2.74 3.98
H -0.11 2.33 6.18
H -1.54 1.20 8.05
H -3.59 0.25 7.48
H -4.48 0.22 5.08
H -3.24 1.59 3.37
C -3.85 0.20 -5.29
C -3.68 0.47 -6.70
C -3.32 -0.60 -7.56
C -3.13 -1.89 -7.07
C -3.38 -2.09 -5.71
C -3.72 -1.09 -4.82
H -3.99 1.03 -4.64
H -3.70 1.48 -7.09
H -3.11 -0.46 -8.56
H -2.85 -2.73 -7.77
H -3.17 -3.06 -5.22
H -3.70 -1.24 -3.75
C -0.41 0.90 1.45
C -0.14 -0.25 0.65
C -0.17 -0.09 -0.73
C -0.22 1.18 -1.21
C -0.57 2.27 -0.39
C -0.71 2.13 0.95
H -0.36 0.73 2.47
H -0.04 -1.16 1.18
H -0.02 -0.92 -1.41
H 0.04 1.27 -2.25
H -0.59 3.25 -0.85
H -0.80 2.90 1.66
C -1.19 -9.59 -1.48
C -1.07 -8.71 -0.39
C -1.10 -9.27 0.86
C -1.24 -10.56 1.12
C -1.33 -11.41 0.05
C -1.43 -10.99 -1.28
H -1.20 -9.30 -2.55
H -0.92 -7.66 -0.37
H -1.24 -8.51 1.62
H -1.18 -10.97 2.13
H -1.43 -12.46 0.25
H -1.56 -11.66 -2.06
N 6.37 0.26 -3.00
C 5.27 0.00 -3.71
C 5.36 -0.35 -5.07
C 6.57 -0.63 -5.70
C 7.69 -0.44 -4.87
C 7.56 0.06 -3.59
H 4.25 0.18 -3.31
H 4.47 -0.47 -5.62
H 6.65 -0.86 -6.75
H 8.70 -0.65 -5.21
H 8.42 0.38 -3.07
N 1.10 4.05 3.58
C 1.21 4.91 2.56
C 2.35 5.71 2.41
C 3.42 5.57 3.20
C 3.30 4.67 4.25
C 2.17 3.91 4.40
H 0.37 5.05 1.90
H 2.40 6.36 1.56
H 4.42 5.94 2.98
H 4.14 4.44 4.88
H 2.02 3.21 5.24
N -3.71 -0.38 1.67
C -3.77 -1.58 2.32
C -3.74 -2.78 1.64
C -3.50 -2.86 0.28
C -3.30 -1.67 -0.36
C -3.49 -0.46 0.35
H -3.86 -1.52 3.44
H -3.94 -3.74 2.17
H -3.52 -3.82 -0.12
H -3.04 -1.58 -1.39
H -3.46 0.50 -0.11
N -4.71 4.67 -0.52
C -4.57 5.66 0.34
C -3.89 5.57 1.55
C -3.39 4.33 1.91
C -3.59 3.26 1.01
C -4.18 3.51 -0.23
H -4.98 6.58 -0.09
H -3.74 6.53 2.07
H -2.82 4.16 2.82
H -3.23 2.25 1.18
H -4.44 2.73 -0.96
N -4.24 6.44 4.69
C -3.38 5.53 5.14
C -3.84 4.47 5.91
C -5.22 4.24 5.95
C -6.10 5.17 5.52
C -5.55 6.33 4.89
H -2.39 5.70 5.00
H -3.11 3.81 6.42
H -5.61 3.37 6.46
H -7.13 4.96 5.54
H -6.16 7.11 4.45
N 3.64 4.70 -3.82
C 3.56 3.63 -2.95
C 4.69 3.27 -2.22
C 5.89 4.01 -2.34
C 5.90 5.12 -3.13
C 4.79 5.42 -3.86
H 2.63 3.16 -2.88
H 4.58 2.37 -1.60
H 6.83 3.71 -1.83
H 6.72 5.82 -3.27
H 4.75 6.35 -4.43
N 3.53 -7.48 -0.16
C 4.17 -6.52 -0.84
C 3.68 -5.99 -2.02
C 2.48 -6.46 -2.56
C 1.85 -7.54 -1.98
C 2.41 -7.94 -0.74
H 4.97 -6.06 -0.32
H 4.20 -5.18 -2.47
H 1.99 -5.96 -3.37
H 0.92 -7.96 -2.41
H 1.97 -8.76 -0.15
N 5.76 0.94 0.54
C 4.74 0.24 0.00
C 3.40 0.61 -0.04
C 3.07 1.88 0.49
C 4.09 2.57 1.06
C 5.42 2.05 1.14
H 5.09 -0.66 -0.44
H 2.61 -0.01 -0.46
H 2.05 2.26 0.49
H 3.97 3.56 1.50
H 6.24 2.61 1.63
N 0.11 -4.55 1.16
C -0.16 -4.10 2.43
C 0.57 -4.49 3.55
C 1.54 -5.48 3.37
C 1.88 -5.94 2.08
C 1.16 -5.35 1.04
H -0.97 -3.35 2.47
H 0.42 -4.05 4.52
H 2.17 -5.68 4.22
H 2.74 -6.55 1.95
H 1.36 -5.79 0.03
N -0.19 -3.06 -2.74
C -0.20 -3.58 -4.00
C -0.89 -4.70 -4.25
C -1.58 -5.37 -3.27
C -1.46 -4.96 -1.95
C -0.74 -3.78 -1.78
H 0.39 -3.13 -4.80
H -0.82 -5.13 -5.27
H -1.97 -6.36 -3.44
H -1.89 -5.42 -1.09
H -0.68 -3.29 -0.80
N 2.11 1.08 -4.63
C 1.05 0.30 -4.51
C 0.00 0.20 -5.42
C 0.04 1.01 -6.52
C 1.15 1.87 -6.69
C 2.15 1.86 -5.73
H 0.98 -0.33 -3.63
H -0.88 -0.40 -5.15
H -0.85 1.08 -7.26
H 1.12 2.50 -7.57
H 3.01 2.50 -5.90
N -2.31 -3.26 5.11
C -2.71 -4.50 5.27
C -2.70 -5.15 6.49
C -2.15 -4.45 7.58
C -1.79 -3.11 7.43
C -1.90 -2.58 6.20
H -3.16 -5.01 4.37
H -3.19 -6.12 6.61
H -1.86 -5.02 8.47
H -1.25 -2.66 8.27
H -1.62 -1.52 6.14
N 2.11 0.82 5.18
C 2.11 -0.27 5.99
C 2.48 -1.52 5.56
C 2.67 -1.74 4.19
C 2.58 -0.64 3.39
C 2.25 0.58 3.89
H 1.75 -0.11 7.03
H 2.68 -2.33 6.28
H 2.98 -2.72 3.86
H 2.76 -0.84 2.36
H 2.24 1.45 3.23
N 0.11 5.65 -0.83
C -0.99 6.39 -0.91
C -1.10 7.48 -1.79
C 0.02 7.83 -2.52
C 1.20 7.13 -2.37
C 1.20 6.01 -1.48
H -1.75 6.03 -0.21
H -2.02 8.01 -1.90
H 0.06 8.59 -3.26
H 2.04 7.24 -3.03
H 2.16 5.42 -1.41
N -2.69 4.03 -5.87
C -1.41 4.13 -5.89
C -0.55 4.01 -4.75
C -1.15 3.99 -3.54
C -2.49 3.78 -3.52
C -3.22 3.85 -4.69
H -0.96 4.38 -6.87
H 0.51 4.08 -4.81
H -0.58 3.97 -2.56
H -2.98 3.67 -2.56
H -4.31 4.02 -4.80
```

Entry 2:
The following is a DFT calculation (ωB97M-V with the def2-TZVPD basis set) of one molecule with the formula C9F21N.

```
31
Properties=species:S:1:pos:R:3
F 4.84 0.96 -0.01
C 3.63 1.49 0.01
F 3.56 2.34 1.02
F 3.46 2.17 -1.12
C 2.57 0.34 0.17
F 2.92 -0.65 -0.66
F 2.67 -0.10 1.44
C 1.13 0.86 -0.12
F 1.02 1.98 0.62
F 1.08 1.25 -1.41
N 0.00 0.00 0.18
C -1.31 0.54 -0.12
F -2.22 -0.11 0.62
F -1.62 0.32 -1.41
C -1.58 2.06 0.17
F -0.89 2.86 -0.66
F -1.25 2.36 1.44
C -3.10 2.40 0.01
F -3.80 1.92 1.03
F -3.25 3.71 -0.01
F -3.61 1.91 -1.12
C 0.18 -1.41 -0.12
F 1.20 -1.87 0.62
F 0.54 -1.56 -1.41
C -0.99 -2.40 0.17
F -2.03 -2.20 -0.66
F -1.42 -2.26 1.44
C -0.52 -3.89 0.01
F 0.15 -4.08 -1.12
F 0.24 -4.26 1.02
F -1.59 -4.67 -0.01
```

The relative energy (zero: lowest compared OMol25 entry of this formula, charge and spin) comes out at 38.68 kJ/mol.

Entry 3:
The following is a DFT calculation (ωB97M-V with the def2-TZVPD basis set) of C9H10Br15F3O2 as an isolated structure in a non-equilibrium geometry.

```
39
Properties=species:S:1:pos:R:3
C -1.00 -1.14 0.15
Br -0.25 -2.19 1.71
Br -2.94 -1.43 -0.14
Br 0.03 -1.68 -1.42
H -0.94 -0.07 0.31
C -2.26 0.29 2.70
Br -3.68 -0.94 3.05
Br -2.06 1.65 4.08
Br -2.48 1.04 0.86
H -1.33 -0.28 2.74
C 2.14 -2.47 1.07
Br 2.84 -4.29 0.92
Br 2.47 -1.46 -0.58
Br 3.00 -1.47 2.57
H 1.11 -2.35 1.39
C 1.19 0.73 2.57
Br 0.09 -0.01 4.00
Br 1.01 2.66 2.49
Br 0.78 -0.03 0.75
H 2.21 0.45 2.84
C 0.69 -3.54 -2.29
Br 2.56 -2.90 -2.46
Br 0.78 -5.54 -2.18
Br -0.42 -2.83 -3.75
H 0.29 -3.30 -1.30
C -2.12 1.69 -2.63
C -1.26 1.34 -1.36
O -0.32 2.41 -1.14
C 1.02 2.24 -1.08
O 1.54 1.09 -1.00
C 1.64 3.51 -0.60
F 1.06 4.00 0.56
F 2.98 3.44 -0.38
F 1.55 4.45 -1.59
H -2.74 0.86 -2.96
H -1.51 1.98 -3.48
H -2.83 2.47 -2.38
H -0.96 0.32 -1.58
H -1.90 1.27 -0.48
```

The relative energy (zero: lowest compared OMol25 entry of this formula, charge and spin) comes out at 2828.96 kJ/mol.

For the records above, the corresponding orbital gap values read 9.2 13.6 6.0 eV.
For the records above, the corresponding calculated total energy values read -4652.9754 -2494.9417 -39408.1182 Eh.